ORCA calculation (ωB97M-V/def2-TZVPD) on a gas-phase ion, C6H13N4O2 (charge +1).

Atoms and positions in Å:
O 0.30 -2.65 0.19
O -1.86 -2.41 0.02
N 1.82 -0.43 -0.07
N -1.61 0.30 0.24
N -2.18 1.37 0.42
N -2.93 -1.61 -0.12
C 0.74 0.25 0.72
C 3.13 -0.41 0.64
C 1.95 0.41 -1.44
C -0.69 -1.91 0.28
C -0.60 -0.43 0.56
C -3.20 2.02 -0.27
H 3.44 0.57 0.93
H 2.64 1.23 -1.31
H -3.42 -1.48 0.73
H 1.33 -1.54 -0.18
H 3.78 -0.85 -0.07
H -3.32 2.99 0.19
H 3.06 -0.97 1.65
H 0.99 0.61 -1.92
H -4.22 1.56 -0.16
H 2.39 -0.27 -2.15
H -2.99 2.23 -1.29
H 0.53 1.30 0.52
H 0.93 0.10 1.89

As for the total charge: +1. As for the HOMO-LUMO gap (alpha / beta): 8.557 / 8.137 eV. The total energy comes out at -605.42956 hartree. The relative energy (zero: lowest compared OMol25 entry of this formula, charge and spin) is 8.2871 eV.



ORCA calculation (ωB97M-V/def2-TZVPD) on a gas-phase ion, C6H13N5S (charge +2).

Atoms and positions in Å:
S 0.26 -0.07 0.67
N -3.55 -2.18 -0.65
N -0.06 0.49 -0.79
N -0.83 0.81 -2.88
N -2.05 -1.48 0.72
N -2.01 -0.65 -1.56
C -2.42 -1.38 -0.47
C 1.99 -0.71 0.59
C 0.68 1.44 1.64
C 2.83 0.47 1.00
C 2.08 1.18 2.13
C -0.95 0.21 -1.70
H -3.62 -2.98 -0.02
H -2.59 -0.80 -2.38
H 0.62 2.26 0.92
H 3.81 0.12 1.35
H 2.56 2.13 2.38
H 2.99 1.15 0.16
H -0.06 1.57 2.43
H 2.03 -1.53 1.30
H 2.08 0.58 3.04
H 2.18 -1.08 -0.42
H -0.07 1.46 -3.03
H -4.44 -1.71 -0.79
H -1.48 0.68 -3.64

As for the total charge: +2. As for the HOMO-LUMO gap (alpha / beta): 6.469 / 6.472 eV. The total energy comes out at -907.65805 hartree. The relative energy (zero: lowest compared OMol25 entry of this formula, charge and spin) is 1.5149 eV.



ORCA calculation (ωB97M-V/def2-TZVPD) on a gas-phase ion, C6H13NO (charge -1).

Atoms and positions in Å:
O 2.48 0.28 0.33
N -0.61 -0.66 0.41
C -0.60 0.24 -0.75
C -1.36 -0.10 1.53
C 2.49 1.00 -0.73
C 1.58 0.85 -1.94
C 0.44 -0.15 -1.78
C -1.58 -1.20 2.56
H 0.09 -0.46 -2.78
H -0.56 1.29 -0.47
H 0.83 -1.14 -1.47
H 2.07 0.60 -2.91
H 1.02 1.79 -2.15
H -2.14 -2.01 2.09
H 0.33 -0.77 0.79
H -0.60 -1.62 2.80
H -2.34 0.24 1.15
H -1.59 0.02 -1.21
H 3.10 1.91 -0.89
H -2.17 -0.89 3.43
H -0.89 0.78 1.99

As for the multiplicity: 2. As for the total charge: -1. As for the HOMO-LUMO gap (alpha / beta): 3.396 / 6.976 eV. The total energy comes out at -366.33965 hartree. The relative energy (zero: lowest compared OMol25 entry of this formula, charge and spin) is 0.9192 eV. The expectation value of S² is 0.7539.



ORCA calculation (ωB97M-V/def2-TZVPD) on a gas-phase ion, C6H13NO (charge -1).

Atoms and positions in Å:
O -0.39 -1.16 1.36
N -1.25 -1.74 -0.65
C 2.13 1.80 1.33
C -0.42 -1.03 0.14
C -1.73 -1.33 -1.96
C 0.25 1.37 -0.35
C 0.57 -0.13 -0.55
C 0.64 1.91 1.02
H -1.26 -1.89 -2.78
H -2.81 -1.48 -2.07
H 2.75 1.60 0.45
H 0.36 2.96 1.02
H -1.61 -0.26 -2.11
H 2.36 1.03 2.07
H 0.69 -0.36 -1.61
H 2.53 2.74 1.73
H -1.84 -2.44 -0.21
H 1.50 -0.38 -0.03
H 0.81 1.91 -1.12
H -0.82 1.53 -0.49
H 0.07 1.43 1.82

As for the multiplicity: 2. As for the total charge: -1. As for the HOMO-LUMO gap (alpha / beta): 2.480 / 9.407 eV. The total energy comes out at -366.37296 hartree. The relative energy (zero: lowest compared OMol25 entry of this formula, charge and spin) is 0.0130 eV. The expectation value of S² is 0.7504.



ORCA calculation (ωB97M-V/def2-TZVPD) on a gas-phase ion, C6H13NO (charge -1).

Atoms and positions in Å:
O -0.10 2.33 -0.98
N 1.68 0.91 -0.31
C -0.70 -0.12 0.44
C 1.19 -1.46 -0.75
C 0.78 -0.24 0.05
C -1.65 0.10 -0.71
C -1.04 -1.31 1.36
C 1.03 2.20 -0.23
H -0.70 0.78 1.07
H 1.71 2.97 -0.60
H 0.90 -2.41 -0.32
H -2.64 0.42 -0.44
H 1.43 -0.05 0.97
H 0.84 2.46 0.84
H -1.58 -0.55 -1.57
H 2.28 -1.41 -0.85
H 0.82 -1.33 -1.76
H -0.37 -1.41 2.24
H -1.02 -2.24 0.78
H -0.79 1.53 -0.92
H -2.07 -1.20 1.70

As for the multiplicity: 2. As for the total charge: -1. As for the HOMO-LUMO gap (alpha / beta): 5.846 / 5.672 eV. The total energy comes out at -366.26838 hartree. The relative energy (zero: lowest compared OMol25 entry of this formula, charge and spin) is 2.8588 eV. The expectation value of S² is 0.7542.



ORCA calculation (ωB97M-V/def2-TZVPD) on 2 unconnected molecules or ions with the total composition C6H13NO.

Atoms and positions in Å:
O 1.40 -1.07 -0.93
N -1.70 -0.26 0.26
C 1.89 0.21 -0.71
C 0.22 1.11 1.09
C -0.55 -0.22 1.05
C 0.97 1.37 -0.24
C -1.84 -0.46 -1.31
C -0.24 -1.26 1.84
H 2.71 0.24 -0.01
H 0.56 -1.28 2.57
H 2.19 0.67 -1.71
H -0.47 -0.27 -2.16
H 0.44 -1.13 -0.86
H -2.59 0.27 -1.57
H 1.57 2.27 -0.15
H 0.94 1.03 1.91
H 0.22 1.61 -1.00
H -2.15 -1.50 -1.38
H -2.32 -1.01 0.52
H -0.71 -2.17 1.53
H -0.53 1.86 1.27

As for the total charge: 0. As for the HOMO-LUMO gap: 9.178 eV. The total energy comes out at -366.25297 hartree. The relative energy (zero: lowest compared OMol25 entry of this formula, charge and spin) is 4.9233 eV.



ORCA calculation (ωB97M-V/def2-TZVPD) on C6H13NO in the gas phase.

Atoms and positions in Å:
O 0.67 -2.86 0.00
N 0.26 -0.77 0.78
C 0.13 -2.17 0.91
C -0.36 -2.59 2.18
C -0.01 1.22 -0.72
C 0.69 -0.07 -0.47
C 0.96 2.38 -0.89
C -1.20 1.21 -1.61
H -0.39 -0.28 1.38
H -0.77 1.71 -2.43
H 0.83 2.83 -1.77
H -2.00 1.80 -1.09
H -0.56 -1.90 3.05
H 0.55 -0.82 -1.27
H -1.53 0.22 -1.82
H -0.53 1.39 0.33
H 1.83 -0.10 -0.41
H 0.93 3.24 -0.12
H 1.88 1.99 -0.65
H -0.03 -3.60 2.60
H -1.37 -2.83 2.02

As for the total charge: 0. As for the HOMO-LUMO gap: 10.208 eV. Its SMILES is CC(=O)NCC(C)C. The total energy comes out at -366.34516 hartree. The relative energy (zero: lowest compared OMol25 entry of this formula, charge and spin) is 2.4149 eV.



ORCA calculation (ωB97M-V/def2-TZVPD) on a molecular structure, C6H13NO.

Atoms and positions in Å:
O 0.28 -0.98 -2.50
N 0.49 -0.76 -1.20
C 1.03 -0.24 1.52
C 0.62 0.49 -0.85
C -0.57 1.66 1.04
C -1.60 0.75 1.63
C 0.09 -2.31 -2.73
C 0.69 0.97 0.59
H -1.97 -0.04 0.82
H 2.00 -0.67 1.33
H -0.85 -2.45 -2.26
H 0.43 -0.97 1.62
H -2.77 1.42 1.51
H 0.25 -2.45 -4.06
H 1.69 1.75 0.53
H 0.87 0.34 2.40
H -0.17 2.26 1.69
H -1.60 0.67 2.54
H 0.97 1.27 -1.42
H -0.81 2.27 -0.02
H 0.94 -2.97 -2.19

As for the total charge: 0. As for the HOMO-LUMO gap: 9.928 eV. The total energy comes out at -366.12382 hartree. The relative energy (zero: lowest compared OMol25 entry of this formula, charge and spin) is 8.4378 eV.



ORCA calculation (ωB97M-V/def2-TZVPD) on 2 unconnected molecules or ions with the total composition C6H13NO.

Atoms and positions in Å:
O -1.50 2.38 0.58
N -0.60 -2.28 -0.11
C 0.83 0.91 -1.21
C 0.07 -1.08 0.13
C 0.30 -0.31 -1.12
C 0.99 1.64 -2.47
C -0.01 -1.18 2.65
C 0.42 -0.58 1.32
H -0.96 -2.56 -1.00
H -0.83 -0.57 3.09
H 0.42 2.62 -2.50
H 1.21 0.15 1.44
H -0.52 -2.10 2.35
H 0.73 -1.41 3.40
H -2.11 1.85 1.09
H 1.97 2.09 -2.37
H 0.62 1.09 -3.34
H 0.09 -0.84 -2.05
H 0.90 1.45 -0.25
H -0.92 1.71 0.19
H -0.41 -2.94 0.62

As for the total charge: 0. As for the HOMO-LUMO gap: 8.689 eV. Its SMILES is C/C=C(N)/C=C/C.O. The total energy comes out at -366.34660 hartree. The relative energy (zero: lowest compared OMol25 entry of this formula, charge and spin) is 2.3757 eV.



ORCA calculation (ωB97M-V/def2-TZVPD) on 2 unconnected molecules or ions with the total composition C6H13NO.

Atoms and positions in Å:
O 1.61 2.72 0.72
N 2.14 -1.42 1.38
C -1.34 0.75 -2.62
C 1.14 -0.92 0.49
C -1.00 -1.14 1.74
C -0.86 0.10 -0.33
C -0.46 0.17 -1.60
C -0.18 -0.57 0.70
H 0.46 -0.30 -2.18
H 1.74 -0.55 -0.33
H -0.71 -2.25 1.80
H -2.09 -1.23 1.51
H -2.02 1.66 -2.14
H -0.98 -0.73 2.67
H -1.90 0.48 -0.12
H 3.13 -1.24 1.22
H 1.03 2.78 -0.12
H 1.25 2.01 1.30
H 1.95 -1.51 2.35
H -0.89 1.24 -3.50
H -2.02 -0.06 -2.92

As for the total charge: 0. As for the HOMO-LUMO gap: 8.083 eV. Its SMILES is C/C=C/C(C)=C/N.O. The total energy comes out at -366.31080 hartree. The relative energy (zero: lowest compared OMol25 entry of this formula, charge and spin) is 3.3499 eV.



ORCA calculation (ωB97M-V/def2-TZVPD) on 2 unconnected molecules or ions with the total composition C6H13NO.

Atoms and positions in Å:
O -1.24 0.96 -2.59
N 0.36 1.04 1.33
C 1.71 1.01 0.76
C -0.58 0.29 0.63
C -1.65 -0.39 1.04
C 2.71 -0.88 -0.48
C -2.50 -1.17 0.07
C 2.35 -0.38 0.69
H 2.27 1.54 1.53
H -2.00 -1.23 -0.91
H -0.37 0.27 -0.44
H -0.96 1.57 -3.27
H -3.39 -0.61 -0.22
H 3.17 -1.86 -0.59
H 0.33 1.06 2.33
H -2.15 -0.43 2.01
H -2.65 -2.18 0.45
H 2.57 -0.85 1.64
H 1.80 1.41 -0.24
H -2.14 1.18 -2.38
H 2.37 -0.36 -1.37

As for the total charge: 0. As for the HOMO-LUMO gap: 8.337 eV. Its SMILES is C=CCN/C=C/C.O. The total energy comes out at -366.33859 hartree. The relative energy (zero: lowest compared OMol25 entry of this formula, charge and spin) is 2.5936 eV.



ORCA calculation (ωB97M-V/def2-TZVPD) on C6H13NO in the gas phase.

Atoms and positions in Å:
O -1.05 -1.08 1.70
N 0.09 1.41 1.64
C 0.89 0.11 -0.37
C -0.30 0.70 0.42
C -1.42 -0.23 0.93
C 1.73 1.31 -0.88
C 0.52 -0.75 -1.59
C -0.73 -1.66 -1.55
H 0.82 2.08 1.47
H 2.53 1.45 -0.15
H 1.37 -1.35 -1.94
H -0.58 -2.59 -2.09
H 2.21 1.11 -1.84
H 1.24 2.27 -0.95
H 0.32 0.75 2.36
H -1.55 -1.16 -2.07
H -0.58 1.51 -0.28
H 0.25 -0.14 -2.46
H 1.63 -0.47 0.20
H -1.00 -2.10 -0.58
H -2.46 -0.20 0.62

As for the total charge: 0. As for the HOMO-LUMO gap: 10.308 eV. Its SMILES is CC[C@@H](C)[C@H](N)C=O. The total energy comes out at -366.36047 hartree. The relative energy (zero: lowest compared OMol25 entry of this formula, charge and spin) is 1.9982 eV.



ORCA calculation (ωB97M-V/def2-TZVPD) on a molecular structure, C6H13NO.

Atoms and positions in Å:
O -0.93 -1.41 -0.28
N -1.35 1.83 -1.54
C 0.70 0.91 1.01
C -0.87 0.66 -1.40
C -2.17 0.31 0.80
C -1.15 -0.16 -0.19
C 2.04 -0.56 0.04
C 1.59 -1.88 -0.15
H -1.06 2.26 -2.41
H 0.30 -1.74 -0.19
H 2.66 -0.35 0.90
H 1.60 1.50 0.89
H 0.64 0.45 1.99
H -1.99 -0.16 1.77
H -2.17 1.39 0.91
H 2.21 0.06 -0.83
H -3.16 0.01 0.43
H 1.77 -2.59 0.66
H -0.11 1.61 0.91
H -0.24 0.15 -2.14
H 1.68 -2.30 -1.15

As for the total charge: 0. As for the HOMO-LUMO gap: 8.451 eV. The total energy comes out at -366.22094 hartree. The relative energy (zero: lowest compared OMol25 entry of this formula, charge and spin) is 5.7950 eV.



ORCA calculation (ωB97M-V/def2-TZVPD) on C6H13NO in the gas phase.

Atoms and positions in Å:
O 0.78 -0.17 2.43
N 0.72 -0.55 0.21
C -1.42 0.11 -0.83
C -2.46 1.18 -0.87
C 0.95 1.50 -1.02
C 0.98 -0.93 1.50
C 1.60 -2.28 1.69
C -0.06 0.57 -0.23
H 1.88 -2.52 2.73
H -3.38 0.63 -1.18
H -1.18 -0.17 -1.86
H -1.80 -0.80 -0.37
H -2.61 1.55 0.16
H 0.59 2.01 -1.92
H 1.31 -3.24 1.29
H 1.91 1.00 -1.19
H -2.27 1.98 -1.55
H -0.28 1.26 0.62
H 2.63 -2.23 1.27
H 0.89 -1.22 -0.54
H 1.23 2.30 -0.34

As for the total charge: 0. As for the HOMO-LUMO gap: 10.252 eV. Its SMILES is CC[C@H](C)NC(C)=O. The total energy comes out at -366.39813 hartree. The relative energy (zero: lowest compared OMol25 entry of this formula, charge and spin) is 0.9735 eV.



ORCA calculation (ωB97M-V/def2-TZVPD) on C6H13NO2 in the gas phase.

Atoms and positions in Å:
O 1.44 -0.82 0.66
O 1.95 1.03 -0.88
N -0.60 -0.73 0.34
C -1.03 -0.77 1.71
C -0.53 0.48 -0.31
C -1.25 1.70 0.25
C 1.26 0.73 0.06
C 1.92 -1.77 -0.27
C -0.66 0.34 -1.81
H 1.08 -2.37 -0.64
H -2.11 -0.59 1.72
H 2.40 -1.27 -1.11
H -0.83 -1.77 2.11
H -0.56 -0.02 2.35
H -0.17 -0.57 -2.16
H -0.18 1.19 -2.30
H -2.33 1.58 0.17
H -1.71 0.31 -2.11
H 2.64 -2.42 0.23
H 1.25 1.27 1.02
H -0.96 2.58 -0.33
H -1.01 1.89 1.30

As for the total charge: 0. As for the HOMO-LUMO gap: 7.620 eV. The total energy comes out at -441.49325 hartree. The relative energy (zero: lowest compared OMol25 entry of this formula, charge and spin) is 5.0820 eV.



ORCA calculation (ωB97M-V/def2-TZVPD) on 2 unconnected molecules or ions with the total composition C6H13NO2.

Atoms and positions in Å:
O -0.83 -2.17 -2.64
O 1.36 1.64 -1.84
N -1.65 0.73 -1.47
C 0.51 -0.03 1.56
C -0.52 0.90 -0.55
C 0.78 0.73 -1.30
C 1.39 -1.01 1.65
C 0.62 1.22 2.39
C -0.65 -0.09 0.60
H -0.55 1.92 -0.17
H -1.59 0.13 1.12
H 2.24 -0.98 2.32
H -1.64 -0.20 -1.88
H 1.32 -1.93 1.08
H 1.54 1.22 2.98
H -0.76 -1.10 0.19
H -1.53 -2.84 -2.64
H -0.01 -2.67 -2.68
H -0.21 1.28 3.09
H -1.63 1.42 -2.21
H 0.61 2.12 1.78
H 1.19 -0.30 -1.38

As for the total charge: 0. As for the HOMO-LUMO gap: 9.317 eV. Its SMILES is C=C(C)C[C@H](N)C=O.O. The total energy comes out at -441.62193 hartree. The relative energy (zero: lowest compared OMol25 entry of this formula, charge and spin) is 1.5804 eV.



ORCA calculation (ωB97M-V/def2-TZVPD) on a molecular structure, C6H13NO2.

Atoms and positions in Å:
O -2.08 0.16 2.04
O -2.85 -0.81 0.21
N -2.25 1.46 0.12
C -1.96 0.16 0.64
C 3.11 0.27 0.04
C -0.27 -0.30 -0.29
C 2.21 -0.94 -0.02
C -0.41 -0.24 -1.75
C 0.46 -0.52 0.70
H -3.15 1.81 0.46
H 2.12 -1.36 -1.02
H -1.53 2.12 0.37
H 0.52 -0.41 1.77
H 0.55 -0.08 -2.23
H -1.08 0.59 -2.01
H 3.15 0.68 1.05
H -0.86 -1.16 -2.12
H -3.60 -0.42 -0.26
H 4.14 0.04 -0.25
H 2.50 -1.73 0.67
H -1.45 -0.41 2.49
H 2.75 1.07 -0.62

As for the total charge: 0. As for the HOMO-LUMO gap: 8.792 eV. The total energy comes out at -441.51147 hartree. The relative energy (zero: lowest compared OMol25 entry of this formula, charge and spin) is 4.5861 eV.



ORCA calculation (ωB97M-V/def2-TZVPD) on a molecular structure, C6H13NO3.

Atoms and positions in Å:
O -0.61 -2.21 0.67
O -1.20 0.70 0.66
O 0.93 -2.44 -1.41
N 1.60 -0.90 0.50
C 1.19 0.51 0.42
C 0.02 -1.36 0.08
C 1.17 1.26 1.74
C -0.38 0.50 -1.64
C -2.54 0.45 0.30
C -0.21 0.16 -0.16
H 1.98 -1.30 1.35
H -1.21 -0.06 -2.08
H 1.80 1.05 -0.32
H -2.83 1.03 -0.59
H -3.16 0.78 1.14
H 0.55 0.75 2.48
H 0.78 2.28 1.60
H 0.81 -1.92 -2.21
H -0.54 1.58 -1.75
H 0.54 0.26 -2.20
H 2.20 1.33 2.13
H -2.72 -0.61 0.10
H 1.83 -1.83 -0.81

As for the total charge: 0. As for the HOMO-LUMO gap: 9.824 eV. The total energy comes out at -516.78808 hartree. The relative energy (zero: lowest compared OMol25 entry of this formula, charge and spin) is 4.1091 eV.



ORCA calculation (ωB97M-V/def2-TZVPD) on a gas-phase ion, C6H13NO3P (charge +1).

Atoms and positions in Å:
P 1.86 -0.05 -0.59
O 2.05 1.10 -1.46
O 2.48 0.06 0.93
O 2.35 -1.51 -1.05
N -2.34 0.72 -0.53
C -1.01 0.26 -0.42
C 2.94 1.30 1.36
C -2.83 1.28 0.76
C 2.44 -2.61 -0.11
C -3.23 -0.40 -1.15
C 0.12 -0.31 -0.22
H -3.06 0.45 1.40
H 3.38 1.97 0.56
H 3.28 -3.09 -0.63
H 2.10 2.03 1.75
H 3.78 1.07 2.00
H -2.83 -0.73 -2.25
H -3.74 1.82 0.56
H 1.54 -3.21 -0.18
H -2.24 1.55 -1.23
H -4.26 -0.01 -1.21
H -2.23 1.90 1.26
H 2.70 -2.41 0.95
H -3.25 -1.17 -0.50

As for the total charge: +1. As for the HOMO-LUMO gap: 10.400 eV. Its SMILES is COP(=O)(C#C[NH+](C)C)OC. The total energy comes out at -857.90525 hartree. The relative energy (zero: lowest compared OMol25 entry of this formula, charge and spin) is 3.1626 eV.



ORCA calculation (ωB97M-V/def2-TZVPD) on C6H13NO3S3 in the gas phase.

Atoms and positions in Å:
S -2.21 -0.98 0.22
S 5.07 -1.56 -0.15
S 3.36 -0.13 0.21
O -3.37 -2.19 0.06
O -1.49 -1.39 1.35
O -2.82 0.34 0.04
N 0.13 1.02 0.58
C -0.75 2.12 0.68
C 0.56 0.28 -0.53
C 1.76 -0.34 -0.63
C -0.48 0.03 -1.55
C 0.83 1.00 1.81
C -1.24 -1.31 -1.33
H 0.11 0.59 2.50
H -1.46 1.94 1.49
H 2.01 -0.70 -1.60
H 5.50 -1.04 -1.25
H -2.01 -1.62 -2.08
H -1.18 1.01 -1.42
H -3.08 -2.84 0.81
H 1.70 0.32 1.70
H -0.58 -2.13 -1.23
H -0.11 3.09 0.96
H -0.01 0.12 -2.49
H 1.00 2.01 2.19
H -1.25 2.35 -0.32

As for the total charge: 0. As for the HOMO-LUMO gap: 7.137 eV. Its SMILES is CN(C)/C(=C\SS)CCS(=O)(=O)O. The total energy comes out at -1711.32549 hartree. The relative energy (zero: lowest compared OMol25 entry of this formula, charge and spin) is 1.1788 eV.